Entry 1:
A cluster of 7 separate species, C48H56N6O15P in total, computed with ωB97M-V/def2-TZVPD.

```
126
Properties=species:S:1:pos:R:3:mulliken_charge:R:1
H 10.582 1.276 3.454 0.37
H 6.960 5.582 -6.383 0.37
C 4.332 7.248 -7.675 0.11
C -4.831 -1.576 -3.276 -0.31
H 2.805 -2.310 8.358 0.48
N 1.521 -2.773 10.667 1.03
C -0.538 -0.313 2.149 -0.74
N 5.602 -0.514 3.801 1.06
C 1.814 -5.387 7.366 -0.53
C 2.334 -3.281 8.398 -0.53
H -8.460 3.877 -6.730 0.44
C 8.965 0.775 4.771 -0.44
O 0.918 -3.166 11.647 -0.62
C 2.904 -3.080 3.392 0.12
O 4.901 8.510 -9.514 -0.61
H -5.939 -1.509 -5.107 0.40
H 4.740 -4.147 2.245 0.34
H 9.348 0.650 1.407 0.37
H 9.507 1.046 5.667 0.37
H -6.121 -5.761 3.046 0.37
C 4.944 5.481 -5.655 -0.26
C -4.318 0.564 -2.279 -0.11
C -10.060 1.854 -9.604 -0.44
H -3.862 1.142 -1.487 0.49
C 0.907 -0.151 -2.544 -0.66
C -5.706 -4.764 2.982 -0.36
H 1.643 0.827 1.204 -0.02
C 1.223 -1.280 3.681 -0.41
H 7.034 -0.194 1.569 0.48
H -0.050 0.565 2.587 0.46
C -9.449 1.188 -8.554 -0.32
C -5.555 0.457 -4.340 -0.22
H 1.894 -0.840 2.939 0.04
H 2.859 0.145 -0.274 -0.12
H -6.384 -4.195 4.934 0.46
H 5.182 4.781 -4.863 0.42
H -0.174 -0.146 -2.745 0.14
C -5.027 -4.362 1.838 -0.69
H 2.862 5.578 -5.143 0.36
H 1.092 2.070 -4.120 0.29
C 1.634 -3.686 9.522 0.08
C -5.324 -2.612 3.940 -0.01
C 3.637 5.927 -5.812 -0.22
O 3.726 -4.063 4.048 -0.35
C -5.857 -3.886 4.044 -0.45
C -9.519 3.970 -8.590 -0.48
C 5.639 6.817 -7.528 -0.36
C 2.424 -4.141 7.315 -0.30
H 1.896 -1.210 0.808 -0.38
C 3.325 6.819 -6.827 -0.56
C 1.508 1.217 -2.128 0.27
O 1.008 1.430 -0.854 -0.62
H 6.414 7.164 -8.196 0.44
H -4.221 -1.204 2.743 0.51
H 5.320 -5.244 3.504 0.28
C -4.638 -2.199 2.810 -0.27
C 8.876 0.551 2.375 -0.53
C -4.491 -3.085 1.752 -0.05
H -5.022 2.281 -3.344 0.38
H 5.681 -3.508 3.643 0.20
N -5.505 -1.674 5.057 1.04
H 1.880 -6.052 6.514 0.44
C 9.569 0.901 3.527 -0.42
C -8.885 1.929 -7.530 0.13
H -4.773 -2.655 -3.256 0.46
C 2.596 3.267 -3.068 -0.06
N -3.588 -1.492 -1.153 1.17
C 7.665 0.305 4.867 -0.31
O 1.180 -0.978 -1.428 -0.55
H -0.513 -1.478 0.369 0.32
C 6.987 -0.034 3.709 0.01
H 3.104 3.543 -3.992 0.21
C -0.093 -1.589 2.934 -0.62
H 2.310 7.167 -6.950 0.44
C 4.927 -4.239 3.321 -0.74
H 3.521 -2.236 3.066 -0.10
H 7.191 0.208 5.833 0.45
H -10.510 1.289 -10.409 0.37
N -8.256 1.229 -6.403 1.06
H -10.580 3.758 -10.442 0.37
C -5.483 -0.931 -4.316 -0.39
H 0.509 3.024 -2.741 0.29
C -4.969 1.201 -3.324 -0.93
H -1.045 0.216 0.121 0.28
H 2.966 -3.843 6.428 0.56
H 4.161 3.688 -1.728 0.24
C 1.333 2.391 -3.103 -0.82
C 1.118 -5.781 8.503 -0.44
H 2.416 -2.149 5.228 -0.04
C 5.943 5.929 -6.509 -0.49
H 0.968 -0.538 4.444 0.34
H -1.617 -0.213 2.345 0.27
O 2.037 -1.679 10.572 -0.61
H -3.960 -2.779 0.860 0.28
P 1.452 -0.045 0.042 0.62
C -8.908 3.313 -7.534 -0.31
H 2.422 3.899 -1.051 0.26
O -7.794 1.904 -5.503 -0.63
C -4.262 -0.818 -2.268 -0.10
N 4.003 8.175 -8.766 1.00
O 2.853 8.552 -8.861 -0.61
H 0.644 -6.753 8.540 0.37
C 1.864 -2.513 4.354 -0.37
H -6.071 0.963 -5.152 0.32
H -9.547 5.051 -8.607 0.37
H 2.417 -3.537 2.519 0.34
O -8.230 0.016 -6.434 -0.59
O -3.528 -2.712 -1.173 -0.69
H 0.487 -5.233 10.476 0.45
C 7.576 0.078 2.463 -0.26
H -9.418 0.109 -8.538 0.44
O -6.097 -2.075 6.042 -0.63
H -0.867 -1.849 3.669 0.37
C 3.082 3.658 -1.877 -0.69
H 1.141 -3.267 4.680 0.43
C -0.323 -0.431 0.630 -0.73
O 5.097 -0.573 4.905 -0.61
C 1.027 -4.929 9.591 -0.39
O -3.132 -0.802 -0.271 -0.54
O 5.051 -0.822 2.768 -0.62
H 2.586 0.984 -2.165 0.27
C -10.097 3.242 -9.622 -0.40
O -5.062 -0.553 4.933 -0.61
H -4.915 -5.047 1.007 0.43
H 1.509 -0.482 -3.406 0.37
H 0.021 -2.415 2.226 0.34
```

Output
HOMO level, eV: -3.85
Strongest force on any atom, eV/Å: 2.03
Kohn-Sham gap, eV: 4.0658
Net charge: -1


Entry 2:
A cluster of 5 separate species, C48H56N8O16P2S in total, computed with ωB97M-V/def2-TZVPD.

```
131
Properties=species:S:1:pos:R:3:mulliken_charge:R:1
H 0.325 -7.097 -0.244 0.53
C 0.055 2.386 -0.794 0.11
H -3.938 1.598 7.783 0.42
C -4.131 5.080 3.329 -0.46
C -1.821 -0.628 -4.355 -0.38
H 0.088 -1.273 0.658 0.50
C 2.304 -2.492 0.012 -0.81
C -2.920 -6.060 -0.336 -0.35
C 1.821 3.254 3.382 -1.13
H -3.287 -1.702 -5.630 0.35
C 7.175 -7.782 -3.947 -0.35
N 3.961 -1.069 -1.385 0.38
C -0.481 -0.935 -3.515 -0.12
H -6.853 -1.338 8.869 0.37
O -1.405 -1.857 -6.499 -0.52
C 1.481 6.139 1.373 0.64
H 3.452 -0.694 0.685 0.62
H 1.114 6.899 -3.703 0.20
H -1.766 8.369 -0.368 0.28
C -5.017 -1.115 6.029 -0.35
H -1.759 0.330 -4.938 0.26
C -5.412 0.199 8.454 -0.56
C 1.593 2.843 1.848 0.25
C -0.841 6.716 0.890 0.38
C -5.932 -1.611 6.949 -0.43
H 3.526 5.567 2.024 0.27
C 0.176 5.186 -1.950 -0.01
H 5.269 -4.980 -3.780 0.32
C -4.307 0.041 6.331 0.01
N -0.270 1.546 -3.212 -0.13
H -5.146 6.588 2.183 0.40
H 2.410 3.231 1.172 -0.08
C -6.117 6.228 4.064 -0.31
H 4.469 -2.157 0.372 0.32
H -3.324 3.621 4.683 0.50
C 6.780 -6.463 -4.145 -0.51
H -2.648 -0.606 -3.569 0.31
H 4.367 -2.071 -4.430 0.26
H -3.233 -9.398 -0.831 0.38
C -1.371 -8.368 -0.542 -0.58
C -4.493 0.700 7.541 -0.12
H 3.446 6.849 0.678 0.36
P -0.224 4.232 -4.671 -0.16
H 4.174 0.890 -0.612 0.13
C -6.088 5.489 5.242 -0.01
O 2.491 2.713 -4.378 -0.49
C 5.575 -6.007 -3.623 -0.12
H 2.322 4.261 3.475 0.19
H 2.236 1.840 -4.015 0.30
H -1.027 -1.954 -0.686 0.24
N -3.357 0.581 5.355 1.10
H 0.380 -1.073 -4.231 0.34
O -3.242 -0.002 4.291 -0.61
H -5.571 0.709 9.397 0.37
N 0.440 6.218 0.360 0.69
O 1.130 6.260 2.552 -0.54
H -0.697 -1.877 -2.944 0.08
H 3.178 3.973 -6.503 0.31
C 3.586 -1.555 -0.030 -1.21
H -2.201 -2.845 -4.742 0.27
C -0.105 0.093 -1.081 0.10
H 5.731 -0.060 -0.580 0.32
C -0.079 -1.366 -0.457 -0.72
C 1.193 -2.155 -1.059 -0.37
C 5.105 -1.714 -3.640 -1.05
C 0.294 4.998 -0.425 -0.95
H 6.097 -2.198 -3.879 0.27
H 3.826 -6.500 -2.495 0.57
H 2.658 -3.560 -0.084 0.30
H -3.532 -5.170 -0.255 0.43
O 0.292 3.377 1.486 -0.36
N 0.038 1.126 -0.180 -0.40
C -0.018 3.990 -2.803 0.70
C -0.078 2.559 -2.263 0.12
C 4.800 0.146 -1.203 -0.80
C 5.169 -8.180 -2.694 0.12
H 2.403 2.446 3.915 0.37
H 1.885 -2.411 1.068 0.37
C -5.132 6.020 3.106 -0.52
H -0.772 -9.268 -0.622 0.41
C 0.218 3.621 0.100 0.17
O 4.727 -10.220 -1.720 -0.60
H -0.158 8.749 0.384 0.29
H -1.961 -1.407 -7.166 0.33
P 1.418 3.129 -5.598 1.02
C -5.085 4.555 5.476 -0.37
O 3.269 -8.646 -1.476 -0.61
N -0.886 -4.698 -0.030 1.01
C 3.003 5.882 1.072 -0.98
O -8.020 6.493 5.994 -0.61
S 0.283 6.906 -2.591 -0.34
C -2.206 -1.864 -5.299 -0.63
N -7.137 5.689 6.246 1.01
H 1.638 1.714 1.801 0.30
C -0.754 -7.142 -0.329 -0.28
C -3.528 -7.290 -0.551 -0.50
C 4.601 -2.083 -2.172 0.54
H -6.893 6.960 3.879 0.43
C -6.132 -0.953 8.157 -0.39
C 6.370 -8.647 -3.219 -0.45
C 4.763 -6.867 -2.896 -0.56
H -1.611 8.778 1.458 0.36
H -5.055 3.982 6.395 0.52
H -4.871 -1.634 5.090 0.45
H -0.101 5.615 -5.004 0.04
H 1.561 -1.625 -1.980 0.37
O 2.226 4.197 -6.623 -0.50
H 5.062 0.668 -2.166 0.26
H 8.115 -8.134 -4.358 0.38
O -1.599 -3.709 0.070 -0.66
O -7.070 5.038 7.276 -0.61
O 0.330 -4.672 0.024 -0.55
H 3.092 5.027 0.345 0.23
H -3.369 4.915 2.576 0.55
H 7.415 -5.787 -4.708 0.37
H 0.788 -3.152 -1.420 0.47
C -4.106 4.351 4.513 -0.47
O 4.760 -3.255 -1.823 -0.57
O -2.737 1.588 5.662 -0.62
H 6.688 -9.671 -3.068 0.43
C -1.535 -5.996 -0.232 0.15
C -1.163 8.245 0.574 -1.15
C -2.754 -8.440 -0.657 -0.40
H 0.777 3.297 3.832 0.22
H -4.607 -7.351 -0.640 0.38
C -0.275 0.328 -2.569 -0.04
H -6.493 -2.510 6.722 0.37
O 0.898 1.958 -6.382 -0.61
N 4.325 -9.084 -1.906 1.02
O -1.654 6.061 1.511 -0.43
H 5.212 -0.604 -3.802 0.32
```

Output
HOMO level, eV: -8.28
Strongest force on any atom, eV/Å: 4.81
SMILES: CCOc1c(N(C(C)=O)C(C)=O)c(S)c(PP(=O)(O)O)c2nc(CCCO)c(CCCCN(C)C(C)=O)nc12.O=[N+]([O-])c1ccccc1.O=[N+]([O-])c1ccccc1.O=[N+]([O-])c1ccccc1.O=[N+]([O-])c1ccccc1
Kohn-Sham gap, eV: 7.3300
Net charge: 0


Entry 3:
A structure of composition C48H57BCl7F2NP3SiTa, computed with ωB97M-V/def2-TZVPD.

```
121
Properties=species:S:1:pos:R:3:mulliken_charge:R:1
C 0.639 2.962 1.088 0.26
C 0.258 5.047 -0.092 -0.28
N -1.341 1.467 -2.498 0.24
H 6.049 0.296 3.232 0.32
C -3.683 1.846 -5.947 -0.86
P 3.429 -0.019 1.401 0.78
H -0.163 5.585 -0.933 0.25
H 1.883 3.165 2.851 0.34
Si 0.059 1.145 1.280 -0.76
H -3.742 1.907 -1.752 -0.16
H -2.168 -2.774 3.627 0.71
C -3.533 2.404 -0.806 -0.42
H -1.274 3.435 2.354 0.26
H 1.116 6.810 0.775 0.38
C -3.732 0.669 3.289 -0.17
C -3.961 1.962 3.726 -1.21
C 0.115 3.664 -0.001 -0.60
C -2.801 4.607 -1.704 -2.07
H -0.954 -3.680 0.966 0.09
H 5.948 2.095 2.037 0.38
H 3.163 0.917 6.239 0.42
H 1.573 1.633 -1.438 -0.65
C -0.228 -2.041 3.159 -1.34
C 1.007 -2.200 -2.207 0.78
H -5.729 -2.688 3.483 0.45
C -1.964 2.638 2.600 0.23
C 0.993 5.737 0.856 -1.11
H -0.814 -4.556 2.492 0.52
H -3.236 3.980 3.678 0.47
C 4.210 1.567 0.829 2.62
P -0.655 2.583 -1.336 0.91
C 1.419 3.671 2.012 0.45
Cl 0.778 -1.977 -0.484 -0.04
H -4.222 -3.590 3.464 0.38
H -4.315 1.945 -6.818 0.41
C -2.881 0.597 -4.090 1.48
C -3.075 2.957 3.363 -0.88
C 1.174 2.440 -2.092 1.89
H 0.229 -2.753 3.850 0.62
C 2.115 3.640 -1.921 -1.57
C 1.880 -3.371 -4.066 0.76
C 1.250 1.194 5.296 -1.35
H -4.276 -1.990 4.198 0.41
C -4.745 -3.031 0.912 -1.36
H -0.303 -1.088 3.667 0.30
C -1.681 1.340 2.153 -0.05
Cl 2.436 -4.437 -1.633 -0.19
H 4.313 -1.476 3.060 0.64
H 2.273 1.482 -3.681 0.55
H -4.833 2.183 4.327 0.40
H 5.462 -2.020 0.285 0.31
H -0.497 1.415 4.133 0.31
H 4.403 2.575 2.755 0.35
C 1.752 -3.264 -2.687 -0.55
C -2.624 0.338 2.502 0.38
H 5.386 2.214 -0.870 0.45
H -4.197 -3.966 1.018 0.24
H 5.058 3.464 1.385 0.40
H 4.273 0.313 4.147 0.27
Ta -0.706 0.064 -1.186 -1.57
H -2.035 5.376 -1.774 0.17
H -3.672 5.053 -1.213 0.56
H 0.735 1.464 6.211 0.45
H -2.776 3.783 -6.170 0.48
C -3.703 0.681 -5.193 -0.55
C -2.369 3.382 -0.896 1.08
H -4.459 -0.082 3.552 0.40
H 1.689 4.530 -2.387 0.25
H -4.961 -1.121 1.815 0.65
C -4.648 -2.590 3.368 -1.94
H 6.599 -0.064 1.597 0.28
H 0.532 1.326 -3.867 -0.47
C 0.363 -1.221 -2.939 -1.04
C -2.015 2.760 -4.467 0.55
C 2.522 0.488 2.913 0.67
H -2.387 -4.351 1.726 0.22
F -2.146 -2.383 -0.763 -0.26
H -4.439 2.948 -0.517 0.68
H 2.365 3.881 -0.891 0.26
C -4.345 -2.006 1.984 0.36
Cl 1.377 -2.605 -6.587 -0.20
C 1.316 1.994 -3.543 -1.59
Cl 2.787 -4.662 -4.744 -0.21
C -2.035 1.625 -3.661 -0.64
C 6.120 -0.488 2.480 -1.73
F -3.700 -0.662 -0.473 -0.18
H 0.450 -1.923 2.310 -0.09
H 2.213 5.565 2.618 0.46
H 3.044 3.414 -2.445 0.51
H 4.490 0.719 -1.161 0.32
C 4.768 -1.109 2.135 0.59
H 5.588 -3.067 1.704 0.49
C 5.053 1.283 -0.414 -1.54
C 0.508 -1.381 -4.318 0.93
C 4.966 -2.311 1.216 -1.61
C 2.598 0.886 5.315 -1.08
H -2.147 3.727 0.115 0.38
C -1.437 -3.861 1.924 -1.42
H -5.805 -3.261 1.042 0.51
B -2.383 -1.097 -0.189 0.41
Cl -0.943 4.085 -4.115 -0.15
Cl -2.782 -0.871 -3.190 -0.10
H -4.331 -0.155 -5.467 0.53
C 3.215 0.541 4.128 0.29
C 4.949 2.465 1.817 -1.72
H -4.600 -2.659 -0.094 0.14
P -2.615 -1.351 1.793 1.41
Cl -0.268 -0.306 -5.434 -0.15
H 4.017 -2.769 0.956 0.34
C 1.606 5.040 1.892 -1.15
C 1.146 0.809 2.878 -0.52
C 1.250 -2.429 -4.880 -0.51
H -3.106 4.339 -2.715 0.50
C 0.556 1.162 4.100 0.33
H 3.313 2.114 0.517 -1.72
H 1.310 2.859 -4.206 0.49
C -2.826 2.877 -5.584 -0.55
H -3.362 1.634 -0.056 -0.29
H 5.945 0.705 -0.167 0.27
H 6.787 -1.262 2.869 0.44
C -1.585 -2.564 2.727 0.78
```

Output
HOMO level, eV: -7.44
Strongest force on any atom, eV/Å: 2.09
Kohn-Sham gap, eV: 6.9927
Net charge: 0


Entry 4:
A structure of composition C48H57CsGe2N7O, computed with ωB97M-V/def2-TZVPD.

```
116
Properties=species:S:1:pos:R:3:mulliken_charge:R:1
C 1.102 -0.978 3.663 2.14
H -0.448 5.601 -4.952 0.38
H 0.086 -2.569 -1.458 -0.13
H 4.741 1.943 1.193 0.55
H -2.350 -3.553 -0.700 0.35
H -0.477 6.607 0.863 0.31
C -2.300 -0.225 4.711 -0.94
H -0.003 -5.358 3.659 0.46
H -1.126 -5.106 -2.223 0.33
C -1.774 -1.059 -7.006 -0.74
C 1.698 2.994 -5.057 -0.85
N 7.776 -0.663 1.212 -0.42
C 0.746 2.385 5.427 -1.31
C 0.281 5.067 -0.448 -0.50
H -2.822 -0.248 3.749 0.23
H -2.931 -4.077 7.248 0.37
H -5.575 1.499 -1.051 0.42
H 0.243 -1.391 -3.897 -0.46
C -0.605 -3.631 4.799 2.00
H -4.755 -2.071 -5.779 0.37
N -0.764 -3.328 0.622 -0.13
C -0.067 4.774 1.901 -0.47
C 1.085 1.036 5.253 2.38
H 0.775 2.816 6.424 0.35
N 2.764 -0.723 0.655 0.27
C -0.066 4.593 -4.830 -0.80
H 5.792 -2.129 0.357 0.39
H -2.966 0.226 5.451 0.41
C -1.506 -4.140 -0.330 -0.73
C 2.068 -1.079 5.992 -0.61
C 3.132 0.538 0.911 -0.15
C -0.123 5.585 0.778 -0.84
H 1.646 -1.054 2.717 -0.76
C 1.226 4.287 -5.236 -0.49
H 0.002 -3.844 1.038 -0.03
C -4.775 0.898 -1.493 -1.25
C -0.874 3.615 -4.262 0.31
C 6.887 0.362 0.983 0.28
H 1.823 -1.927 -4.491 0.43
H -2.461 3.241 -0.478 0.12
H -1.877 3.890 -3.958 -0.15
C -0.429 2.303 -4.063 0.47
C 0.473 2.614 3.048 -0.60
H -4.002 -0.708 -3.896 0.24
H 1.684 -3.859 -2.845 0.31
H -4.177 3.682 -4.422 0.40
H -5.234 0.137 -2.129 0.36
C -1.354 -0.280 -5.934 0.11
Ge -1.459 0.829 -3.128 0.19
H 3.375 -2.632 0.220 0.54
H -1.905 -5.076 0.087 0.43
C -1.907 -1.618 5.123 0.97
C 1.166 -1.899 -3.612 0.01
C 0.784 -3.311 -3.192 -0.87
C 0.353 3.437 1.808 2.07
C 5.068 -1.346 0.544 -0.94
H 2.696 -1.395 -2.313 0.15
N 0.708 1.302 2.903 0.78
C 0.433 -4.437 4.061 -1.64
H 1.657 0.603 7.302 0.37
C -3.362 -0.791 -4.769 -0.14
H 0.184 4.210 4.488 0.28
H 1.289 1.035 -4.321 0.01
C -3.158 3.545 -1.262 -0.99
H 0.248 5.682 -1.344 0.41
N -0.231 -3.220 -2.171 0.16
H -0.374 5.202 2.851 0.21
H -0.397 0.228 -6.006 0.23
H -3.328 -2.322 -7.799 0.34
C 1.585 0.205 6.296 -1.00
H -4.085 3.886 -0.792 0.48
C 4.469 0.915 0.994 -0.96
H 1.035 3.391 -1.499 0.11
C -2.132 -0.119 -4.781 -0.49
C 1.941 -1.609 4.740 -0.85
H 2.552 -1.658 6.772 0.37
H 0.394 -3.853 -4.060 0.42
H 2.708 2.737 -5.356 0.37
C -0.602 -4.453 -1.516 -0.75
C 0.722 3.749 -0.517 -1.45
H 7.434 -1.515 1.623 0.21
H 1.265 -4.725 4.712 0.33
C -2.998 -1.713 -6.965 -0.34
C -3.793 -1.571 -5.834 -0.62
C 0.883 2.032 -4.472 0.09
H -3.437 -1.732 6.611 0.32
H -1.294 -2.949 1.399 0.12
H -1.139 -1.154 -7.882 0.36
C -2.360 -3.583 6.470 -0.66
H 0.277 -5.023 -1.149 0.38
C 0.959 0.517 3.945 -2.52
H -4.792 2.055 -4.746 0.36
C 0.420 3.166 4.343 -0.81
C 0.761 2.863 0.575 -0.22
Cs -0.286 -0.011 0.313 1.14
C -4.652 2.809 -3.969 -1.40
H 1.630 -0.172 -2.576 -0.01
C -0.838 -2.272 4.446 -1.02
N 1.721 -1.176 -2.472 -0.08
C -2.635 -2.269 6.111 -0.81
N -0.171 -1.654 3.403 -0.03
C 5.457 -0.040 0.833 0.85
H 2.319 -2.607 4.552 0.54
H -5.635 3.114 -3.598 0.47
H 8.697 -0.367 1.489 0.25
H 2.316 1.260 1.017 0.45
H 0.826 -3.838 3.239 -0.09
H -2.701 4.392 -1.778 0.38
H -4.248 0.387 -0.684 0.27
C -1.352 -4.253 5.796 -0.69
C 3.716 -1.627 0.454 -0.89
Ge -3.521 2.055 -2.513 0.56
O 7.268 1.512 0.903 -0.62
H 1.861 5.049 -5.673 0.33
H -1.436 0.420 4.571 -0.10
H -1.140 -5.292 6.040 0.36
```

Output
HOMO level (alpha / beta), eV: -1.57 / -1.58
Strongest force on any atom, eV/Å: 0.42
Kohn-Sham gap (alpha / beta), eV: 4.9942 / 4.9959
Spin multiplicity: 2
Net charge: -2
Energy above the lowest of the compared OMol25 structures with the same formula, charge and spin, kJ/mol: 8.41


Which value of strongest force on any atom does entry 3 give? 2.09 eV/Å